[1]
A structure of composition C35H44ClI2KN6O4 at a distorted geometry. Source: the Open Molecules 2025 dataset; level of theory: ωB97M-V with the def2-TZVPD basis set.

The energy above the lowest of the compared OMol25 structures with the same formula, charge and spin comes out at 1.241 eV. The molar mass comes out at 941.1 g mol⁻¹. Its calculated total energy is -3645.05569 a.u. The frontier orbital gap comes out at 6.74 eV.

Last column: Löwdin charge in e.
Positions of all 93 atoms, in Å:
K  -0.806  -0.788  1.273  0.70
C  3.229  -0.626  -5.442  -0.05
C  2.236  -0.383  -4.303  -0.25
C  1.477  0.760  -4.224  -0.01
C  0.576  1.047  -3.146  -0.13
C  0.027  2.297  -3.094  -0.06
N  -0.873  2.630  -2.219  0.06
C  -1.586  3.872  -2.202  -0.19
C  -3.103  3.615  -2.312  -0.18
C  -3.608  2.965  -3.700  -0.16
N  -3.036  1.702  -4.105  0.03
C  -3.059  0.455  -3.464  0.00
C  -3.610  -0.045  -2.305  -0.14
C  -4.547  0.559  -1.420  0.01
C  -4.776  0.071  -0.139  -0.23
C  -5.584  0.731  0.952  -0.05
C  -4.054  -1.146  0.170  0.00
C  -3.372  -1.900  -0.691  -0.14
C  -2.582  -3.052  -0.264  -0.15
N  -2.458  -3.250  0.962  0.02
C  -1.649  -4.371  1.384  -0.22
C  -0.508  -4.833  0.439  -0.18
C  0.678  -3.932  0.319  -0.23
N  0.414  -2.724  -0.454  0.04
C  1.301  -2.347  -1.325  -0.10
C  1.158  -1.264  -2.304  -0.09
C  2.043  -1.389  -3.326  0.00
C  0.279  -0.036  -2.151  -0.26
O  -0.622  0.106  -1.317  -0.06
C  -3.100  -1.401  -2.017  -0.35
O  -2.456  -2.025  -2.867  0.02
H  4.273  -0.479  -5.342  0.06
H  2.883  -0.062  -6.314  0.08
H  3.208  -1.672  -5.614  0.06
H  1.578  1.535  -5.022  0.13
H  0.331  3.155  -3.720  0.16
H  -1.165  1.873  -1.565  0.14
H  -1.183  4.585  -2.869  0.11
H  -1.457  4.377  -1.250  0.07
H  -3.500  4.618  -2.294  0.10
H  -3.468  3.077  -1.408  0.02
H  -3.287  3.699  -4.415  0.10
H  -4.721  3.051  -3.781  0.12
H  -2.570  1.607  -4.987  0.13
H  -2.446  -0.255  -4.023  0.14
H  -5.055  1.575  -1.626  0.14
H  -5.051  1.603  1.264  0.00
H  -5.663  -0.008  1.743  0.07
H  -6.590  1.110  0.707  0.09
H  -4.190  -1.406  1.214  0.12
H  -2.098  -3.634  -1.054  0.13
H  -2.402  -5.192  1.661  0.14
H  -1.214  -4.191  2.336  0.09
H  -0.989  -5.167  -0.462  0.09
H  -0.098  -5.763  0.925  0.13
H  1.553  -4.478  -0.151  0.13
H  0.936  -3.630  1.294  0.09
H  2.165  -3.044  -1.483  0.13
H  2.610  -2.270  -3.262  0.10
Cl  6.133  -3.958  0.568  0.68
C  5.059  -2.986  1.445  -0.74
C  4.608  -3.376  2.722  -0.11
C  3.449  -2.896  3.213  -0.02
C  2.636  -1.909  2.508  -0.34
O  1.485  -1.639  2.975  -0.12
C  3.283  -1.277  1.334  -0.13
C  2.821  -0.135  0.641  -0.22
O  1.743  0.450  0.864  -0.10
C  4.454  -1.935  0.852  -0.10
H  5.046  -4.161  3.357  0.12
H  3.176  -3.159  4.185  0.09
H  3.363  0.264  -0.250  0.14
H  4.933  -1.575  -0.024  0.10
C  2.988  1.603  4.424  -0.03
C  1.838  2.561  4.161  -0.64
C  2.388  3.838  3.581  -0.05
C  1.012  2.854  5.409  -0.02
N  0.917  1.939  3.146  -0.34
N  0.329  0.718  3.481  -0.06
H  3.632  2.094  5.090  0.06
H  3.553  1.417  3.475  0.10
H  2.706  0.644  4.852  0.09
H  3.002  4.182  4.395  0.09
H  1.637  4.554  3.324  0.05
H  2.982  3.549  2.679  0.11
H  1.726  2.793  6.224  0.09
H  0.203  2.073  5.469  0.09
H  0.554  3.817  5.345  0.07
H  1.502  1.691  2.342  0.06
H  -0.083  0.739  4.401  0.07
H  0.838  -0.152  3.254  0.01
I  -0.956  3.165  2.092  0.46
I  -3.378  4.303  1.252  0.03

---

[2]
A structure of composition C35H44DyN7O4S6SeTe at a distorted geometry. Source: the Open Molecules 2025 dataset; level of theory: ωB97M-V with the def2-TZVPD basis set.

Its multiplicity is 6. The net charge is +2. The energy above the lowest of the compared OMol25 structures with the same formula, charge and spin comes out at 0.000 eV. The molar mass comes out at 1188.2 g mol⁻¹. Its calculated total energy is -7987.50352 a.u. The frontier orbital gap (spin up / spin down) comes out at 3.98 / 3.98 eV.

Last column: Löwdin charge in e.
Positions of all 99 atoms, in Å:
Dy  -0.938  0.646  1.391  1.39
C  -1.143  2.974  4.805  -0.49
C  -1.284  1.609  5.436  -0.45
S  -2.244  0.561  4.273  0.84
C  -3.923  1.065  4.198  -0.53
C  -4.517  2.438  4.681  -0.45
S  -4.322  3.829  3.514  0.92
C  -4.632  3.194  1.833  -0.50
C  -3.811  3.901  0.735  -0.44
S  -2.113  3.258  0.430  0.83
C  -1.053  4.571  1.067  -0.51
C  -0.977  4.544  2.594  -0.50
S  -0.288  2.969  3.165  0.80
H  -0.568  3.741  5.368  0.11
H  -2.122  3.365  4.636  -0.01
H  -1.817  1.586  6.381  0.09
H  -0.324  1.092  5.589  0.06
H  -4.370  0.270  4.816  0.08
H  -4.130  0.858  3.132  0.03
H  -4.049  2.587  5.662  0.08
H  -5.599  2.343  4.807  0.08
H  -5.688  3.204  1.720  0.07
H  -4.399  2.147  1.723  0.02
H  -3.704  4.939  1.105  0.08
H  -4.309  3.835  -0.241  0.09
H  -1.368  5.548  0.663  0.10
H  -0.076  4.411  0.577  0.09
H  -1.984  4.652  2.995  0.02
H  -0.237  5.247  2.955  0.09
Se  0.696  -2.452  1.019  1.21
N  2.335  -2.708  1.757  -0.19
C  2.535  -1.922  2.856  -0.31
C  3.674  -1.787  3.669  0.05
C  3.603  -0.971  4.840  -0.01
C  2.374  -0.427  5.227  -0.06
N  1.280  -0.474  4.414  0.11
C  1.320  -1.084  3.258  -0.42
N  0.331  -1.174  2.328  -0.37
H  4.579  -2.280  3.352  0.13
H  4.414  -0.858  5.604  0.13
H  2.147  0.070  6.138  0.11
O  -3.269  0.334  1.000  -0.12
C  -2.993  -0.735  0.373  -0.52
O  -1.747  -1.163  0.315  -0.28
C  -4.075  -1.571  -0.229  -0.14
N  -3.342  -2.221  -1.392  0.08
C  -4.277  -3.341  -1.801  -0.08
C  -4.550  -3.964  -0.420  -0.13
C  -4.646  -2.745  0.583  -0.07
H  -4.921  -1.056  -0.751  0.19
H  -2.466  -2.648  -1.022  0.18
H  -3.096  -1.514  -2.130  0.14
H  -3.843  -4.018  -2.562  0.15
H  -5.225  -2.929  -2.159  0.14
H  -3.707  -4.592  -0.088  0.12
H  -5.340  -4.705  -0.258  0.13
H  -4.165  -2.956  1.559  0.14
H  -5.682  -2.624  0.792  0.11
C  5.325  -6.281  -1.782  -0.34
Te  3.183  -5.582  -2.345  1.05
C  4.275  -3.896  -3.159  -0.50
C  5.739  -4.118  -2.999  -0.25
C  6.617  -3.089  -3.504  -0.03
C  7.943  -3.199  -3.160  -0.09
C  8.411  -4.365  -2.559  -0.08
C  7.621  -5.433  -2.175  -0.04
C  6.253  -5.294  -2.351  -0.29
H  5.277  -7.314  -2.147  0.05
H  5.300  -6.304  -0.710  0.04
H  3.783  -3.078  -2.613  0.03
H  3.929  -3.797  -4.188  0.05
H  6.239  -2.254  -4.097  0.12
H  8.522  -2.315  -3.300  0.10
H  9.477  -4.407  -2.335  0.11
H  8.015  -6.355  -1.766  0.12
N  -0.602  4.723  -6.834  0.13
C  -0.617  3.749  -5.909  -0.33
C  -1.635  3.616  -4.959  -0.02
C  -1.644  2.539  -4.079  -0.08
C  -0.597  1.660  -4.001  -0.31
C  0.452  1.786  -4.959  -0.05
C  0.494  2.870  -5.789  -0.02
S  -0.554  0.313  -2.867  0.68
O  -1.896  -0.288  -2.851  -0.34
O  0.636  -0.466  -3.213  -0.39
N  -0.296  0.986  -1.329  -0.17
C  0.970  1.113  -0.983  -0.68
S  2.510  0.809  -1.846  1.10
C  3.298  1.010  -0.322  -0.39
C  2.476  1.165  0.720  -0.26
N  1.137  1.286  0.387  -0.16
H  -1.091  5.566  -6.589  0.11
H  0.273  4.810  -7.374  0.13
H  -2.427  4.375  -4.883  0.12
H  -2.490  2.352  -3.409  0.12
H  1.301  1.087  -5.055  0.12
H  1.352  3.038  -6.429  0.12
H  4.334  0.937  -0.250  0.05
H  2.755  1.172  1.728  0.09

---

[3]
A structure of composition C35H45Br2Cl3FeN6OSi4Te. Source: the Open Molecules 2025 dataset; level of theory: ωB97M-V with the def2-TZVPD basis set.

The energy above the lowest of the compared OMol25 structures with the same formula, charge and spin comes out at 0.893 eV. The molar mass comes out at 1127.7 g mol⁻¹. Its calculated total energy is -10982.93619 a.u. The frontier orbital gap comes out at 4.74 eV.

Last column: Löwdin charge in e.
Positions of all 98 atoms, in Å:
Fe  0.559  0.564  -0.428  0.40
C  1.210  3.569  -3.332  -0.02
C  1.184  2.680  -2.132  -0.26
N  0.589  1.538  -2.092  -0.07
N  -0.089  1.019  -3.138  0.10
C  -0.625  -0.153  -2.748  -0.41
O  -0.464  -0.661  -1.597  -0.10
C  -1.473  -0.880  -3.723  -0.15
C  -2.379  -1.817  -3.230  -0.01
C  -3.195  -2.510  -4.112  -0.06
C  -3.096  -2.282  -5.478  -0.09
C  -2.188  -1.351  -5.968  -0.09
C  -1.382  -0.641  -5.092  -0.04
C  1.816  3.049  -0.861  -0.19
C  2.510  4.240  -0.675  0.00
C  3.054  4.521  0.567  -0.05
C  2.899  3.610  1.599  -0.04
C  2.199  2.444  1.342  -0.08
N  1.673  2.165  0.153  0.06
H  0.613  3.119  -4.119  0.07
H  2.230  3.712  -3.699  0.09
H  0.801  4.554  -3.098  0.08
H  -2.446  -1.979  -2.161  0.05
H  -3.910  -3.227  -3.727  0.11
H  -3.729  -2.830  -6.165  0.10
H  -2.111  -1.178  -7.034  0.10
H  -0.681  0.098  -5.457  0.10
H  2.616  4.934  -1.497  0.11
H  3.592  5.447  0.727  0.11
H  3.305  3.791  2.584  0.11
H  2.044  1.701  2.115  0.11
Br  1.527  -2.741  5.240  0.79
C  1.177  -1.804  3.644  -0.66
C  0.156  -0.892  3.592  -0.10
C  -0.079  -0.238  2.388  -0.18
N  0.691  -0.430  1.311  0.04
C  1.684  -1.328  1.377  -0.18
C  1.961  -2.045  2.525  -0.04
C  2.450  -1.474  0.126  -0.16
C  3.410  -2.456  -0.077  -0.03
C  4.040  -2.517  -1.304  -0.67
Br  5.348  -3.833  -1.619  0.80
C  3.702  -1.624  -2.301  -0.08
C  2.732  -0.684  -2.019  -0.06
N  2.129  -0.599  -0.832  0.07
H  -0.482  -0.709  4.443  0.10
H  -0.893  0.464  2.284  0.06
H  2.765  -2.763  2.568  0.10
H  3.649  -3.172  0.695  0.11
H  4.164  -1.661  -3.277  0.11
H  2.407  0.022  -2.773  0.12
C  -3.288  -0.614  5.344  -0.23
Si  -3.928  -2.230  4.586  0.32
C  -2.476  -3.430  4.506  -0.23
C  -5.227  -2.929  5.767  -0.22
Si  -4.754  -1.824  2.436  -0.10
Te  -2.814  -1.570  0.934  0.34
Si  -5.946  -3.700  1.701  0.31
C  -6.209  -3.587  -0.162  -0.23
C  -7.638  -3.933  2.512  -0.23
C  -4.916  -5.238  2.065  -0.23
Si  -6.059  0.108  2.409  0.31
C  -7.637  -0.059  3.435  -0.22
C  -6.531  0.520  0.631  -0.24
C  -5.087  1.572  3.107  -0.24
H  -2.601  -0.814  6.173  0.03
H  -4.112  -0.008  5.730  0.02
H  -2.771  -0.012  4.591  0.00
H  -1.902  -3.421  5.439  0.02
H  -1.819  -3.158  3.675  -0.02
H  -2.819  -4.453  4.327  0.02
H  -4.866  -2.982  6.798  0.02
H  -5.513  -3.940  5.459  0.02
H  -6.133  -2.315  5.758  0.02
H  -6.671  -2.638  -0.444  0.01
H  -6.852  -4.401  -0.512  0.03
H  -5.246  -3.648  -0.673  0.01
H  -8.345  -3.167  2.177  0.01
H  -7.575  -3.875  3.602  0.02
H  -8.059  -4.908  2.248  0.02
H  -3.882  -5.080  1.745  0.02
H  -5.314  -6.110  1.537  0.03
H  -4.915  -5.465  3.136  0.02
H  -8.188  -0.968  3.175  0.01
H  -8.304  0.795  3.289  0.03
H  -7.394  -0.113  4.501  0.02
H  -7.164  -0.266  0.210  0.02
H  -5.631  0.577  0.012  0.00
H  -7.079  1.465  0.562  0.02
H  -5.026  1.509  4.197  0.01
H  -5.559  2.527  2.858  0.01
H  -4.066  1.572  2.713  0.00
Cl  -3.001  3.407  -2.432  0.64
C  -2.770  3.532  -0.672  -1.60
Cl  -1.953  5.078  -0.290  0.61
Cl  -4.275  3.410  0.164  0.71
C  -1.862  2.445  -0.281  -0.28
N  -1.125  1.608  -0.034  0.23